No. 1
Entry from OMol25: a cluster of 10 separate species, C38H48N10 in total in a non-equilibrium geometry (the ωB97M-V functional and the def2-TZVPD basis).

Output
electronic energy	-55080.48341	eV
SMILES	c1cc[nH]c1.c1cc[nH]c1.c1cc[nH]c1.c1cc[nH]c1.c1cc[nH]c1.c1cc[nH]c1.c1cc[nH]c1.c1cc[nH]c1.c1cc[nH]c1.CC#N
strongest force on any atom	0.080	Eh/bohr
LUMO level	0.5	eV

Positions of all 96 atoms, in Å:
1 C -0.249 1.799 0.018
2 C 0.124 0.373 -0.070
3 N 0.343 -0.733 -0.163
4 H 0.381 2.219 0.802
5 H -1.264 1.790 0.416
6 H -0.319 2.179 -1.001
7 N 1.191 -5.416 3.104
8 C 0.638 -4.581 2.137
9 C 1.295 -3.359 2.256
10 C 2.182 -3.482 3.248
11 C 2.053 -4.741 3.812
12 H 1.055 -6.414 3.184
13 H -0.015 -4.971 1.370
14 H 1.234 -2.458 1.663
15 H 2.922 -2.739 3.508
16 H 2.631 -5.237 4.578
17 N -2.481 5.491 4.872
18 C -2.911 6.267 3.791
19 C -2.220 5.742 2.694
20 C -1.499 4.665 3.030
21 C -1.596 4.512 4.416
22 H -2.944 5.486 5.770
23 H -3.639 7.061 3.857
24 H -2.188 6.052 1.660
25 H -0.874 4.077 2.374
26 H -1.333 3.707 5.086
27 N -0.240 -5.025 -1.652
28 C -1.097 -4.187 -0.987
29 C -2.410 -4.636 -1.248
30 C -2.335 -5.785 -2.069
31 C -0.963 -5.929 -2.295
32 H 0.756 -4.896 -1.766
33 H -0.714 -3.458 -0.289
34 H -3.360 -4.255 -0.903
35 H -3.135 -6.274 -2.604
36 H -0.391 -6.578 -2.942
37 N 2.645 -3.058 -1.490
38 C 2.780 -4.234 -0.797
39 C 3.013 -5.238 -1.636
40 C 3.241 -4.615 -2.877
41 C 2.842 -3.298 -2.790
42 H 2.423 -2.157 -1.092
43 H 2.578 -4.295 0.262
44 H 3.119 -6.304 -1.502
45 H 3.597 -5.222 -3.697
46 H 2.884 -2.551 -3.569
47 N -2.642 -0.525 -2.270
48 C -3.097 0.154 -3.426
49 C -4.491 0.075 -3.304
50 C -4.850 -0.747 -2.277
51 C -3.672 -1.125 -1.642
52 H -1.695 -0.380 -1.951
53 H -2.455 0.640 -4.146
54 H -5.225 0.661 -3.838
55 H -5.805 -0.965 -1.824
56 H -3.523 -1.606 -0.687
57 N 0.741 5.837 -0.670
58 C -0.082 5.947 -1.785
59 C 0.183 4.842 -2.554
60 C 1.133 4.095 -1.926
61 C 1.508 4.710 -0.710
62 H 0.752 6.556 0.040
63 H -0.727 6.809 -1.868
64 H -0.385 4.601 -3.441
65 H 1.528 3.160 -2.293
66 H 2.262 4.479 0.028
67 N 4.096 2.534 1.035
68 C 4.134 3.613 1.876
69 C 3.108 3.546 2.779
70 C 2.402 2.342 2.526
71 C 3.064 1.718 1.483
72 H 4.761 2.338 0.301
73 H 4.967 4.297 1.809
74 H 2.827 4.275 3.525
75 H 1.477 2.131 3.041
76 H 2.830 0.774 1.014
77 N 1.596 -0.868 -5.552
78 C 0.563 -0.848 -4.665
79 C 0.295 0.423 -4.223
80 C 1.153 1.172 -5.036
81 C 1.939 0.351 -5.834
82 H 1.895 -1.716 -6.012
83 H 0.192 -1.820 -4.374
84 H -0.437 0.894 -3.583
85 H 1.234 2.247 -5.102
86 H 2.743 0.486 -6.542
87 N -1.777 -1.133 4.134
88 C -2.484 -0.546 5.152
89 C -2.876 0.749 4.757
90 C -2.201 0.985 3.574
91 C -1.707 -0.221 3.109
92 H -1.356 -2.050 4.190
93 H -2.692 -1.071 6.073
94 H -3.374 1.446 5.415
95 H -2.254 1.936 3.065
96 H -1.328 -0.501 2.138

No. 2
Entry from OMol25: a structure of composition C38H49BrN4O4RuS3Si (the ωB97M-V functional and the def2-TZVPD basis).

Output
multiplicity	6
electronic energy	-167353.67828	eV
charge	+1
strongest force on any atom	0.016	Eh/bohr
LUMO level (spin up / spin down)	-3.0 / -4.7	eV

Positions of all 101 atoms, in Å:
1 Ru -0.616 -0.060 -1.269
2 S 1.167 0.647 -3.178
3 C -0.207 1.563 -3.613
4 N -1.258 1.515 -2.852
5 C -2.278 2.364 -3.287
6 C -3.498 2.589 -2.663
7 C -4.391 3.472 -3.247
8 C -4.078 4.129 -4.435
9 C -2.857 3.924 -5.054
10 C -1.962 3.042 -4.466
11 S -0.351 2.608 -4.990
12 H -3.706 2.072 -1.739
13 H -5.348 3.662 -2.777
14 H -4.793 4.812 -4.873
15 H -2.605 4.443 -5.969
16 O -1.003 -1.878 0.033
17 C -2.050 -2.401 0.432
18 C -3.379 -1.924 0.231
19 C -4.431 -2.741 0.677
20 C -5.722 -2.341 0.494
21 C -6.020 -1.120 -0.127
22 C -5.009 -0.305 -0.557
23 C -3.646 -0.669 -0.395
24 O -2.721 0.140 -0.795
25 N -6.816 -3.201 0.952
26 O -7.949 -2.808 0.767
27 O -6.518 -4.237 1.512
28 H -1.955 -3.337 1.000
29 H -4.228 -3.687 1.162
30 H -7.057 -0.841 -0.255
31 H -5.236 0.637 -1.035
32 S -2.709 -2.357 -4.834
33 C -2.351 -1.419 -3.459
34 N -1.159 -1.553 -2.959
35 C -0.410 -2.475 -3.690
36 C 0.897 -2.882 -3.431
37 C 1.471 -3.817 -4.262
38 C 0.767 -4.356 -5.347
39 C -0.529 -3.969 -5.612
40 C -1.109 -3.024 -4.770
41 H -3.076 -0.730 -3.045
42 H 1.442 -2.471 -2.592
43 H 2.486 -4.143 -4.077
44 H 1.246 -5.087 -5.984
45 H -1.077 -4.386 -6.445
46 C -2.782 4.038 1.149
47 C -1.845 3.050 1.862
48 C -0.914 3.781 2.837
49 C -2.654 1.958 2.580
50 C -1.041 2.385 0.836
51 N -0.442 1.845 0.020
52 H -3.400 4.534 1.898
53 H -3.435 3.521 0.446
54 H -2.218 4.797 0.608
55 H -1.524 4.277 3.592
56 H -0.318 4.536 2.325
57 H -0.243 3.087 3.343
58 H -3.289 2.430 3.331
59 H -1.996 1.248 3.082
60 H -3.289 1.416 1.877
61 C 2.678 -0.141 4.356
62 C 2.038 -0.699 3.073
63 C 1.758 -2.194 3.287
64 C 0.669 -0.027 2.880
65 Si 3.203 -0.423 1.578
66 Br 1.854 -0.917 -0.288
67 C 4.578 -1.743 1.386
68 C 5.554 -1.360 0.262
69 C 4.038 -3.140 1.037
70 C 5.372 -1.847 2.700
71 C 3.795 1.373 1.324
72 C 2.718 2.395 1.717
73 C 4.151 1.664 -0.144
74 C 5.033 1.638 2.199
75 H 2.014 -0.347 5.200
76 H 2.825 0.939 4.316
77 H 3.640 -0.605 4.579
78 H 1.038 -2.303 4.103
79 H 2.649 -2.752 3.569
80 H 1.324 -2.657 2.398
81 H 0.047 -0.254 3.752
82 H 0.153 -0.408 1.997
83 H 0.741 1.055 2.797
84 H 5.047 -1.249 -0.699
85 H 6.290 -2.162 0.153
86 H 6.105 -0.444 0.470
87 H 3.522 -3.151 0.077
88 H 3.366 -3.543 1.790
89 H 4.888 -3.825 0.958
90 H 5.790 -0.891 3.021
91 H 6.210 -2.534 2.548
92 H 4.773 -2.250 3.517
93 H 1.804 2.257 1.141
94 H 3.096 3.398 1.498
95 H 2.477 2.367 2.780
96 H 3.280 1.579 -0.797
97 H 4.932 1.017 -0.535
98 H 4.513 2.694 -0.214
99 H 4.852 1.445 3.258
100 H 5.307 2.693 2.103
101 H 5.898 1.052 1.891

No. 3
Entry from OMol25: a structure of composition C38H49ClN4O4PSn in a non-equilibrium geometry (the ωB97M-V functional and the def2-TZVPD basis).

Output
electronic energy	-81990.07600	eV
charge	-1
strongest force on any atom	0.094	Eh/bohr
LUMO level (spin up / spin down)	2.2 / 2.2	eV

Positions of all 98 atoms, in Å:
1 O -0.987 -0.753 -2.117
2 C -1.453 -1.439 -3.245
3 C -2.689 -2.263 -2.887
4 C -3.112 -2.484 -1.575
5 H -2.557 -2.032 -0.750
6 C -4.225 -3.303 -1.344
7 H -4.548 -3.488 -0.319
8 C -4.907 -3.898 -2.408
9 H -5.757 -4.560 -2.231
10 C -4.500 -3.643 -3.721
11 H -5.025 -4.085 -4.568
12 C -3.407 -2.817 -3.953
13 H -3.059 -2.615 -4.969
14 H -1.786 -0.688 -3.985
15 C 0.564 -1.434 -4.804
16 C -0.371 -2.238 -3.964
17 H 1.110 -2.092 -5.494
18 H 1.287 -0.865 -4.193
19 H -0.013 -0.712 -5.406
20 C -0.273 -3.564 -3.779
21 C 0.850 -4.420 -4.237
22 H -1.029 -4.081 -3.189
23 H 0.470 -5.159 -4.958
24 H 1.263 -4.986 -3.388
25 H 1.662 -3.859 -4.718
26 Sn 0.711 -0.268 -1.086
27 Cl 1.628 -2.465 -1.330
28 C 3.396 -0.396 0.422
29 O 2.882 0.360 -0.453
30 N 4.024 0.056 1.526
31 C 4.684 1.362 1.518
32 C 4.542 -0.937 2.478
33 H 3.321 -1.489 0.363
34 H 4.177 2.039 0.826
35 H 5.744 1.255 1.244
36 H 4.638 1.774 2.530
37 H 3.828 -1.770 2.561
38 H 4.663 -0.471 3.460
39 H 5.519 -1.332 2.154
40 H -5.117 1.432 0.198
41 H -3.206 1.596 2.056
42 C -4.459 0.693 -0.285
43 C -2.707 0.825 1.448
44 N -3.062 0.937 0.054
45 H -4.573 0.765 -1.374
46 C -2.222 1.447 -0.878
47 O -1.015 1.688 -0.689
48 H -1.583 0.948 1.557
49 H -2.692 1.593 -1.868
50 H -4.763 -0.311 0.042
51 H -3.000 -0.166 1.826
52 H 2.971 3.719 -3.943
53 H 0.531 4.806 -4.481
54 C 2.507 2.854 -4.431
55 C 0.212 3.789 -4.743
56 N 1.080 2.792 -4.110
57 H 3.005 1.940 -4.106
58 C 0.595 1.935 -3.231
59 O 1.354 1.108 -2.597
60 H -0.817 3.641 -4.403
61 H -0.487 1.950 -3.056
62 H 2.612 2.977 -5.512
63 H 0.251 3.687 -5.834
64 N 0.581 -0.134 0.920
65 P -0.147 0.041 2.286
66 C -0.323 -1.633 2.989
67 C 0.518 -2.598 2.422
68 C 0.729 -3.815 3.076
69 C 0.086 -4.085 4.288
70 C -0.812 -3.150 4.814
71 C -1.017 -1.917 4.186
72 C 0.069 2.578 1.886
73 C -0.713 3.508 2.502
74 C -0.481 4.875 2.199
75 C 0.520 5.217 1.281
76 C 1.310 4.224 0.694
77 C 1.107 2.865 1.058
78 C 0.423 0.881 3.764
79 C 1.799 0.995 3.989
80 C 2.233 1.501 5.215
81 C 1.304 1.888 6.187
82 C -0.073 1.746 5.960
83 C -0.518 1.215 4.754
84 H 1.029 -2.370 1.489
85 H 1.408 -4.538 2.641
86 H 0.293 -5.017 4.819
87 H -1.335 -3.388 5.741
88 H -1.675 -1.165 4.621
89 H -1.474 3.243 3.238
90 H -1.087 5.648 2.677
91 H 0.678 6.266 1.027
92 H 2.083 4.475 -0.037
93 H 1.757 2.090 0.653
94 H 2.479 0.708 3.177
95 H 3.305 1.580 5.413
96 H 1.649 2.285 7.140
97 H -0.801 2.023 6.723
98 H -1.587 1.076 4.555

No. 4
Entry from OMol25: a structure of composition C38H49ClN5O3PdTe (the ωB97M-V functional and the def2-TZVPD basis).

Output
multiplicity	6
electronic energy	-77050.47811	eV
charge	+4
strongest force on any atom	0.016	Eh/bohr
LUMO level (spin up / spin down)	-9.0 / -12.7	eV

Positions of all 98 atoms, in Å:
1 Pd 1.480 2.521 -0.429
2 C 4.997 2.173 -3.166
3 C 3.905 1.906 -2.108
4 N 2.796 2.875 -2.263
5 C 3.352 4.244 -2.286
6 C 4.183 4.456 -3.569
7 N 4.413 3.106 -4.185
8 C 3.116 2.547 -4.697
9 C 2.098 2.610 -3.541
10 H 5.307 1.264 -3.678
11 H 5.878 2.656 -2.748
12 H 4.319 2.006 -1.106
13 H 3.491 0.903 -2.216
14 H 3.955 4.372 -1.389
15 H 2.531 4.960 -2.248
16 H 5.154 4.901 -3.363
17 H 3.670 5.068 -4.309
18 H 5.067 3.202 -4.964
19 H 3.313 1.531 -5.034
20 H 2.806 3.144 -5.552
21 H 1.540 1.681 -3.452
22 H 1.382 3.412 -3.707
23 C -2.228 -8.324 3.441
24 C -1.717 -7.041 2.940
25 C -1.025 -6.937 1.719
26 C -0.548 -5.731 1.287
27 C 0.248 -5.637 0.027
28 C -0.813 -4.537 2.071
29 Te -0.087 -2.646 1.372
30 N 0.796 -0.343 0.088
31 C 0.301 -0.033 -1.052
32 O 0.283 1.183 -1.532
33 C -0.259 -1.129 -1.895
34 C 0.478 -2.299 -2.095
35 C -0.016 -3.292 -2.937
36 C -1.246 -3.124 -3.553
37 C -1.988 -1.965 -3.335
38 C -1.495 -0.963 -2.513
39 C -1.929 -1.677 1.355
40 C -2.062 -0.486 2.089
41 C -0.955 0.145 2.891
42 C -3.309 0.123 2.102
43 C -4.399 -0.395 1.407
44 C -5.737 0.273 1.447
45 C -4.218 -1.570 0.672
46 C -3.004 -2.229 0.628
47 C -2.883 -3.479 -0.195
48 C -1.429 -4.626 3.341
49 C -1.607 -3.429 4.234
50 C -1.889 -5.856 3.740
51 H -2.092 -9.142 2.741
52 H -3.287 -8.229 3.711
53 H -1.725 -8.569 4.386
54 H -0.854 -7.833 1.137
55 H 0.369 -6.614 -0.434
56 H 1.247 -5.236 0.226
57 H -0.239 -4.978 -0.698
58 H 1.467 -2.390 -1.659
59 H 0.576 -4.175 -3.140
60 H -1.625 -3.886 -4.222
61 H -2.942 -1.837 -3.827
62 H -2.051 -0.047 -2.361
63 H -0.239 -0.581 3.281
64 H -1.369 0.682 3.742
65 H -0.393 0.850 2.274
66 H -3.442 1.020 2.695
67 H -5.717 1.185 2.039
68 H -6.483 -0.398 1.875
69 H -6.074 0.518 0.438
70 H -5.054 -1.978 0.115
71 H -3.710 -3.557 -0.897
72 H -2.917 -4.372 0.435
73 H -1.962 -3.489 -0.783
74 H -0.691 -2.833 4.284
75 H -1.847 -3.741 5.248
76 H -2.412 -2.785 3.876
77 H -2.398 -5.958 4.691
78 Cl -2.711 4.977 2.282
79 C -1.949 4.830 0.751
80 C -2.480 5.429 -0.381
81 C -1.818 5.254 -1.586
82 C -0.664 4.493 -1.618
83 N -0.150 3.938 -0.518
84 C -0.776 4.101 0.651
85 H -3.387 6.015 -0.319
86 H -2.194 5.697 -2.496
87 H -0.147 4.313 -2.549
88 H -0.322 3.671 1.534
89 N 3.800 5.283 3.636
90 C 4.203 4.368 2.519
91 C 2.914 3.986 1.775
92 O 1.854 4.415 2.232
93 O 3.083 3.242 0.745
94 H 4.127 6.241 3.501
95 H 4.122 4.971 4.552
96 H 2.757 5.279 3.598
97 H 4.678 3.479 2.927
98 H 4.909 4.870 1.864

No. 5
Entry from OMol25: a structure of composition C38H49N2O4PS3Tl in a non-equilibrium geometry (the ωB97M-V functional and the def2-TZVPD basis).

Output
electronic energy	-97861.25620	eV
charge	-1
strongest force on any atom	0.027	Eh/bohr
LUMO level	1.9	eV

Positions of all 98 atoms, in Å:
1 Tl 0.193 0.050 0.822
2 S -0.452 2.901 1.343
3 C 0.250 3.228 2.892
4 C -0.265 4.327 3.586
5 C 0.223 4.719 4.812
6 C 1.279 4.015 5.376
7 C 1.809 2.933 4.710
8 C 1.312 2.495 3.477
9 S 2.081 1.093 2.792
10 H -1.069 4.881 3.122
11 H -0.205 5.576 5.318
12 H 1.690 4.315 6.330
13 H 2.644 2.392 5.135
14 C 0.280 -3.548 1.665
15 O 0.803 -2.461 2.394
16 C 0.350 -2.339 3.718
17 C -1.013 -1.639 3.858
18 O -2.090 -2.274 3.201
19 C -2.555 -3.448 3.808
20 H 0.470 -4.494 2.192
21 H 0.814 -3.552 0.716
22 H -0.793 -3.446 1.473
23 H 1.093 -1.710 4.218
24 H 0.342 -3.329 4.207
25 H -0.943 -0.647 3.404
26 H -1.233 -1.515 4.929
27 H -3.378 -3.797 3.187
28 H -1.787 -4.227 3.848
29 H -2.923 -3.269 4.828
30 C 6.243 0.755 -1.585
31 C 5.505 -0.401 -2.258
32 N 4.559 -1.071 -1.393
33 C 5.070 -1.756 -0.223
34 C 6.188 -2.750 -0.526
35 C 3.227 -0.792 -1.496
36 S 2.125 -1.801 -0.715
37 N 2.907 0.153 -2.373
38 C 1.857 0.947 -2.318
39 O 1.012 1.070 -1.410
40 C 1.802 1.890 -3.479
41 C 2.332 1.547 -4.717
42 C 2.312 2.454 -5.757
43 C 1.775 3.718 -5.568
44 C 1.247 4.067 -4.336
45 C 1.262 3.159 -3.293
46 H 6.931 1.212 -2.293
47 H 6.806 0.409 -0.720
48 H 5.528 1.503 -1.255
49 H 6.230 -1.146 -2.608
50 H 4.936 -0.025 -3.113
51 H 4.223 -2.285 0.221
52 H 5.417 -1.017 0.513
53 H 5.889 -3.406 -1.341
54 H 6.365 -3.356 0.361
55 H 7.117 -2.247 -0.794
56 H 2.758 0.563 -4.850
57 H 2.727 2.187 -6.721
58 H 1.768 4.430 -6.382
59 H 0.835 5.057 -4.194
60 H 0.876 3.414 -2.318
61 C -5.034 -0.251 -1.567
62 P -3.392 -0.273 -0.694
63 C -2.572 -1.761 -1.288
64 C -3.265 -2.980 -1.197
65 C -2.632 -4.166 -1.503
66 C -1.309 -4.168 -1.924
67 C -0.623 -2.962 -2.036
68 C -1.230 -1.771 -1.698
69 C -3.799 -0.125 1.048
70 C -3.282 0.940 1.792
71 C -3.635 1.082 3.115
72 C -4.469 0.156 3.728
73 C -4.917 -0.944 3.010
74 C -4.588 -1.094 1.680
75 H -5.782 -0.835 -1.037
76 H -4.927 -0.632 -2.580
77 H -5.373 0.783 -1.597
78 H -4.302 -2.984 -0.890
79 H -3.172 -5.099 -1.411
80 H -0.809 -5.099 -2.146
81 H 0.409 -2.956 -2.348
82 H -0.665 -0.853 -1.772
83 H -2.612 1.652 1.333
84 H -3.254 1.923 3.673
85 H -4.756 0.279 4.761
86 H -5.530 -1.687 3.501
87 H -4.932 -1.955 1.121
88 C -2.400 1.113 -3.421
89 C -1.953 1.671 -2.083
90 C -2.174 3.172 -1.984
91 O -2.712 1.094 -0.994
92 H -1.757 1.500 -4.209
93 H -3.429 1.416 -3.621
94 H -2.337 0.025 -3.416
95 H -0.891 1.463 -1.895
96 H -3.231 3.416 -2.077
97 H -1.620 3.674 -2.773
98 H -1.805 3.523 -1.026